{"formula": "H22O11", "method": "ωB97M-V with the def2-TZVPD basis set", "de_lowest_kcal_mol": 121.7, "lumo_ha": 0.0044, "fmax_ev_per_a": 3.97, "smiles": "O.O.O.O.O.O.O.O.O.O.O", "charge": 0, "e_tot_ha": -840.68623, "homo_lumo_gap_ev": 9.9182, "species": ["O", "H", "H", "O", "H", "H", "O", "H", "H", "O", "H", "H", "O", "H", "H", "O", "H", "H", "O", "H", "H", "O", "H", "H", "O", "H", "H", "O", "H", "H", "O", "H", "H"], "positions_angstrom": [[0.09, 0.03, 0.15], [0.93, -0.28, -0.12], [-0.37, -0.79, 0.42], [-2.38, 3.03, 0.70], [-2.00, 2.54, 1.45], [-2.87, 3.61, 1.22], [2.97, -0.30, 0.89], [2.41, 0.41, 0.54], [2.47, -0.55, 1.63], [5.17, 0.74, -1.88], [4.39, 0.93, -2.31], [5.67, 0.53, -2.71], [-2.85, -1.69, -1.80], [-3.17, -1.47, -2.63], [-1.90, -1.84, -1.85], [-3.60, 1.28, 1.61], [-3.46, 1.16, 2.54], [-4.25, 0.74, 1.29], [4.48, -2.40, 0.11], [5.46, -2.46, 0.03], [4.26, -3.27, 0.22], [-0.08, -2.74, 3.69], [0.78, -3.01, 3.63], [-0.48, -3.56, 3.47], [-3.53, 1.83, -1.45], [-2.88, 1.20, -1.05], [-4.41, 1.76, -1.11], [2.50, 4.47, -0.22], [2.15, 5.16, 0.45], [2.51, 3.68, 0.32], [-2.65, -3.82, -2.04], [-2.99, -4.70, -1.97], [-3.25, -3.22, -1.52]]}

=====

{"formula": "C4H25NO9", "method": "ωB97M-V with the def2-TZVPD basis set", "de_lowest_kcal_mol": 40.0, "lumo_ha": 0.0097, "fmax_ev_per_a": 2.21, "smiles": "C=C/C=C/N.O.O.O.O.O.O.O.O.O", "charge": 0, "e_tot_ha": -899.27603, "homo_lumo_gap_ev": 8.5446, "species": ["C", "C", "C", "C", "N", "H", "H", "H", "H", "H", "H", "H", "O", "H", "H", "O", "H", "H", "O", "H", "H", "O", "H", "H", "O", "H", "H", "O", "H", "H", "O", "H", "H", "O", "H", "H", "O", "H", "H"], "positions_angstrom": [[-1.78, 1.64, -1.27], [-1.65, 0.56, -0.50], [-0.31, 0.03, -0.08], [-0.24, -0.75, 1.01], [0.89, -1.19, 1.71], [-2.74, 2.06, -1.63], [-0.91, 2.21, -1.54], [-2.46, -0.07, -0.18], [0.56, 0.29, -0.66], [-1.11, -0.83, 1.67], [0.66, -1.87, 2.42], [1.65, -1.52, 1.13], [-1.34, -2.72, -0.97], [-2.05, -3.39, -0.95], [-1.35, -2.54, 0.00], [2.20, 1.74, 2.13], [1.72, 0.88, 2.19], [2.50, 1.72, 1.21], [-2.85, -0.35, 2.47], [-2.42, 0.51, 2.70], [-3.80, -0.27, 2.57], [2.76, 0.54, -1.41], [2.68, 1.14, -2.16], [2.16, -0.18, -1.71], [1.08, -0.75, -3.09], [0.41, -1.23, -2.59], [1.41, -1.13, -3.90], [-1.70, -0.99, -2.95], [-1.76, -1.46, -2.10], [-1.92, -0.07, -2.81], [2.81, -2.82, -0.90], [3.69, -2.51, -0.68], [2.40, -2.06, -1.32], [0.37, 3.54, 1.38], [1.21, 3.06, 1.63], [0.24, 3.28, 0.46], [-1.12, 1.73, 2.67], [-0.78, 2.49, 2.12], [-0.28, 1.44, 3.04]]}